# 1
{"formula": "C41H39BF2IrN2O4P", "method": "the ωB97M-V functional and the def2-TZVPD basis", "species": ["Ir", "O", "C", "C", "C", "C", "C", "C", "C", "P", "C", "C", "C", "C", "C", "C", "C", "C", "C", "C", "C", "C", "H", "H", "H", "H", "H", "H", "H", "H", "H", "H", "H", "H", "H", "H", "F", "C", "F", "H", "C", "N", "N", "C", "O", "C", "C", "C", "C", "C", "C", "C", "C", "C", "H", "H", "H", "H", "H", "H", "H", "H", "H", "H", "H", "H", "C", "C", "C", "C", "C", "C", "C", "C", "O", "B", "O", "C", "C", "H", "H", "H", "H", "H", "H", "H", "H", "H", "H", "H", "H"], "positions_angstrom": [[-0.08269, 0.07787, -0.08010], [-0.04911, -2.69370, -0.44637], [-0.94106, -1.88947, -0.24039], [-2.29120, -1.96861, 0.07121], [-2.85781, -3.27618, 0.19613], [-4.15166, -3.45439, 0.58178], [-4.97286, -2.34718, 0.86447], [-4.46802, -1.07064, 0.72657], [-3.15823, -0.84490, 0.31992], [-2.46832, 0.81128, 0.22570], [-3.71640, 1.82581, 1.13033], [-3.65537, 1.87407, 2.51942], [-4.60660, 2.56639, 3.24591], [-5.62551, 3.23899, 2.58969], [-5.68059, 3.21760, 1.20649], [-4.73532, 2.51856, 0.47741], [-2.80648, 1.46069, -1.45804], [-2.28529, 2.71043, -1.78292], [-2.48129, 3.23136, -3.04664], [-3.21602, 2.51779, -3.98062], [-3.75891, 1.28905, -3.65392], [-3.54467, 0.75360, -2.39560], [-2.20858, -4.11490, -0.00555], [-4.55267, -4.45496, 0.67709], [-5.99207, -2.49857, 1.18319], [-5.10346, -0.21925, 0.93018], [-2.85614, 1.35423, 3.02559], [-4.55027, 2.58396, 4.32502], [-6.37486, 3.77539, 3.15317], [-6.46512, 3.74514, 0.68263], [-4.80617, 2.50282, -0.59961], [-1.70948, 3.25151, -1.04376], [-2.04305, 4.18208, -3.31513], [-3.34027, 2.90564, -4.97943], [-4.33250, 0.73709, -4.38419], [-3.92341, -0.22335, -2.13471], [2.23406, 1.79417, -0.61206], [1.10065, 1.84290, 0.16346], [1.58696, 1.89045, 1.45986], [0.65769, 2.83934, -0.01035], [2.43386, 0.05529, 6.00826], [2.32810, -0.68318, 4.77129], [1.10250, -0.72883, 4.12287], [1.30070, -0.74716, 2.75226], [0.35937, -0.82505, 1.95171], [2.71217, -0.68228, 2.56779], [3.29027, -0.59549, 3.79648], [4.72345, -0.44557, 4.14542], [-0.07546, -1.13154, 4.76647], [-1.30147, -0.72121, 4.25131], [-2.47502, -1.13192, 4.85412], [-2.43866, -1.94257, 5.97680], [-1.21910, -2.36334, 6.48030], [-0.03746, -1.97255, 5.87659], [1.50992, -0.05444, 6.57028], [2.60633, 1.12143, 5.82576], [3.25919, -0.34451, 6.59527], [3.19667, -0.68007, 1.61393], [5.32318, -0.52364, 3.24373], [5.03315, -1.22133, 4.84394], [4.90993, 0.52573, 4.60261], [-1.32417, -0.10669, 3.36702], [-3.42329, -0.81744, 4.44421], [-3.35589, -2.25714, 6.45245], [-1.18321, -3.01591, 7.33997], [0.90749, -2.33867, 6.24855], [-2.81133, 1.86513, -8.02746], [-1.31579, 1.57907, -7.82973], [-0.79833, 0.73386, -9.00019], [-0.56860, 2.91529, -7.84814], [-1.13758, 0.82954, -6.51364], [-1.74289, -0.42326, -6.36209], [-1.72997, -1.12513, -5.16686], [-1.06257, -0.54571, -4.10879], [-0.90958, -0.96938, -2.83399], [-0.19065, 0.01647, -2.16151], [0.13111, 1.03135, -3.06360], [-0.42109, 0.68652, -4.25312], [-0.45014, 1.39033, -5.43933], [-2.96890, 2.42550, -8.94645], [-3.19859, 2.44724, -7.19574], [-3.38121, 0.94365, -8.08380], [-0.91303, 1.27755, -9.93563], [-1.34091, -0.20217, -9.08735], [0.25630, 0.50925, -8.86293], [-0.74229, 3.42122, -8.79567], [0.50193, 2.76103, -7.74453], [-0.90710, 3.57325, -7.05170], [-2.24954, -0.87082, -7.20484], [-2.22185, -2.07903, -5.05508], [0.06042, 2.33671, -5.49369]], "forces_ev_per_angstrom": [[0.804, 1.597, 0.108], [0.101, -0.425, -0.044], [-0.242, 0.260, 0.045], [-0.592, -0.243, 0.131], [0.043, -0.092, -0.006], [0.004, -0.010, -0.013], [-0.236, -0.103, 0.043], [0.016, 0.061, -0.139], [0.294, 0.042, 0.139], [-0.350, -0.436, -0.600], [0.444, 0.131, 0.182], [0.033, -0.049, -0.118], [-0.013, 0.014, 0.130], [-0.026, -0.001, 0.019], [-0.104, 0.053, 0.019], [0.167, -0.159, -0.039], [0.310, -0.100, 0.208], [0.032, -0.153, 0.006], [0.030, 0.140, -0.016], [-0.066, 0.059, -0.100], [-0.095, 0.008, -0.068], [0.083, -0.094, 0.172], [0.001, -0.126, -0.016], [0.010, -0.048, 0.009], [-0.116, 0.018, 0.027], [-0.074, -0.010, 0.048], [0.072, -0.034, 0.144], [0.003, 0.007, 0.072], [-0.031, 0.057, 0.051], [-0.067, 0.026, -0.002], [0.011, 0.010, -0.046], [0.078, 0.111, 0.015], [0.006, 0.081, 0.001], [-0.061, 0.104, -0.084], [-0.005, -0.054, -0.071], [-0.094, -0.130, 0.000], [0.085, -0.117, -0.218], [-0.455, -0.208, -0.004], [-0.063, 0.045, 0.354], [-0.079, -0.368, -0.096], [-0.053, 0.417, 0.235], [0.208, -0.533, -0.263], [0.228, 0.387, -0.565], [0.534, 0.329, 0.492], [-0.387, 0.077, -0.599], [0.079, 0.080, 0.212], [-0.424, -0.322, -0.308], [-0.034, 0.070, 0.058], [-0.543, -0.309, 0.395], [0.091, 0.115, -0.042], [0.005, -0.045, 0.079], [-0.049, -0.052, 0.064], [-0.047, 0.005, 0.036], [0.104, 0.080, -0.161], [0.083, -0.037, 0.033], [-0.047, -0.036, 0.010], [-0.052, -0.021, -0.010], [0.135, 0.017, -0.190], [0.032, 0.017, -0.014], [0.042, -0.017, 0.047], [0.069, 0.052, 0.039], [0.022, 0.053, -0.028], [-0.074, 0.030, -0.083], [-0.062, -0.020, 0.011], [0.003, -0.041, 0.069], [0.104, -0.008, 0.017], [0.207, -0.033, -0.023], [0.010, 0.122, -0.169], [-0.040, 0.109, 0.143], [-0.088, -0.220, 0.023], [-0.069, -0.003, -0.035], [-0.010, 0.126, -0.041], [0.161, -0.077, 0.354], [0.374, 0.760, -0.653], [-0.040, -0.582, 0.248], [-0.252, 0.036, 0.382], [0.532, 0.392, 0.485], [-0.586, -0.773, -0.486], [0.199, -0.150, 0.330], [-0.052, 0.074, -0.130], [-0.077, 0.113, 0.092], [-0.125, -0.143, -0.026], [-0.030, 0.066, -0.127], [-0.047, -0.153, -0.027], [0.139, -0.071, -0.007], [-0.035, 0.028, -0.097], [0.182, 0.032, 0.051], [-0.032, 0.113, 0.102], [-0.092, 0.016, -0.055], [-0.039, -0.104, -0.035], [-0.014, 0.167, -0.078]], "mulliken_spin": [1.58, 0.60, 0.79, -0.07, 0.18, -0.06, 0.25, -0.20, 0.25, 0.19, 0.07, 0.04, 0.00, 0.01, 0.00, 0.01, 0.02, 0.02, 0.01, 0.01, 0.00, 0.02, 0.02, 0.00, 0.02, 0.00, 0.00, 0.00, 0.00, 0.00, 0.01, 0.00, 0.00, 0.00, 0.00, -0.01, 0.01, 0.16, 0.01, 0.02, 0.00, 0.00, 0.00, -0.01, 0.11, 0.00, 0.01, 0.00, 0.01, -0.02, 0.00, 0.00, 0.00, 0.00, 0.00, 0.00, 0.00, 0.00, 0.00, 0.00, 0.00, 0.01, 0.00, 0.00, 0.00, 0.00, 0.00, 0.00, 0.00, 0.00, 0.00, 0.00, 0.00, 0.00, 0.03, -0.17, 0.02, 0.02, 0.00, 0.00, 0.00, 0.00, 0.00, 0.00, 0.00, 0.00, 0.00, 0.00, 0.00, 0.00, 0.00], "homo_lumo_gap_ev": [5.4365, 6.6264], "lumo_ev": [0.36, -1.36], "spin_multiplicity": 5, "homo_energy_ha": [-0.1865, -0.2936], "e_tot_ev": -72557.8487, "total_charge": 0, "s_squared": 6.035}

# 2
{"formula": "C42H55BFMoN8O3S3", "method": "the ωB97M-V functional and the def2-TZVPD basis", "species": ["Mo", "C", "C", "C", "C", "N", "C", "C", "N", "B", "N", "C", "C", "N", "C", "S", "C", "C", "C", "C", "N", "C", "C", "N", "C", "S", "C", "C", "C", "C", "C", "S", "H", "H", "H", "H", "H", "H", "H", "H", "H", "H", "H", "H", "H", "H", "H", "H", "H", "H", "H", "H", "H", "H", "H", "H", "H", "H", "H", "H", "H", "H", "H", "H", "H", "H", "O", "C", "O", "C", "C", "C", "C", "C", "N", "H", "H", "H", "H", "O", "C", "C", "C", "C", "C", "C", "C", "C", "N", "H", "H", "H", "H", "H", "H", "H", "H", "H", "H", "H", "F", "C", "C", "C", "C", "C", "C", "C", "H", "H", "H", "H", "H", "H"], "positions_angstrom": [[-0.19605, 0.49712, -0.18713], [4.57272, -4.82184, -2.41992], [4.28258, -3.35743, -2.74916], [3.01665, -3.20583, -3.58785], [5.47367, -2.81279, -3.53699], [4.12661, -2.56050, -1.49144], [4.88039, -1.43855, -1.18595], [4.44499, -0.96926, -0.00857], [3.38473, -1.75937, 0.41235], [2.89124, -1.60907, 1.86750], [1.54327, -2.30214, 2.24130], [1.57109, -3.61979, 2.64218], [0.35273, -3.93964, 3.10755], [-0.45190, -2.81583, 2.98661], [0.30732, -1.82889, 2.46415], [-0.16425, -0.17930, 2.21534], [-1.81835, -2.81126, 3.61801], [-2.65517, -1.58818, 3.26373], [-1.61012, -2.85986, 5.13160], [-2.57048, -4.05095, 3.12781], [2.90528, -0.09798, 2.34372], [3.33177, 0.14891, 3.62773], [3.35846, 1.48195, 3.81686], [2.95723, 2.07216, 2.63239], [2.65068, 1.08707, 1.76470], [2.06191, 1.27822, 0.13059], [2.86379, 3.56194, 2.44955], [3.71282, 4.25265, 3.51980], [3.41474, 3.97499, 1.08740], [1.39883, 3.95270, 2.60595], [3.20320, -2.75851, -0.50089], [2.08740, -4.03022, -0.40236], [4.77555, -5.34719, -3.35387], [3.73806, -5.29991, -1.91712], [5.45690, -4.90308, -1.78485], [3.15147, -3.70315, -4.54971], [2.80800, -2.15130, -3.77517], [2.16145, -3.64827, -3.08022], [5.62907, -3.46136, -4.39747], [6.38995, -2.82138, -2.94573], [5.29721, -1.80462, -3.91569], [5.68232, -1.08662, -1.80292], [4.81399, -0.14507, 0.57412], [3.70654, -2.12115, 2.59332], [2.45666, -4.21797, 2.54191], [-0.00599, -4.86512, 3.51215], [-2.26944, -0.67572, 3.71137], [-3.65470, -1.76581, 3.66064], [-2.73361, -1.44745, 2.18745], [-1.04865, -1.98655, 5.46690], [-1.07238, -3.75728, 5.43702], [-2.57882, -2.85724, 5.63154], [-2.66961, -4.03572, 2.04243], [-3.56921, -4.04447, 3.56321], [-2.09661, -4.98476, 3.42336], [3.59739, -0.65305, 4.29149], [3.64869, 2.04714, 4.67821], [4.73155, 3.86513, 3.53879], [3.27803, 4.17560, 4.51549], [3.76265, 5.31221, 3.27450], [4.44775, 3.64452, 0.96752], [3.39991, 5.06336, 1.03937], [2.83009, 3.59013, 0.25511], [1.04938, 3.73816, 3.61713], [0.77437, 3.40074, 1.90542], [1.28162, 5.02191, 2.42210], [-4.24909, -0.23512, -0.15310], [-3.15019, -0.71785, -0.25028], [-2.04303, 0.00536, -0.23879], [-2.91189, -2.19818, -0.39497], [-3.99445, -3.02273, -0.66310], [-3.75183, -4.37830, -0.82633], [-2.45259, -4.84259, -0.70010], [-1.44092, -3.93613, -0.40541], [-1.66249, -2.63224, -0.25968], [-4.98347, -2.59553, -0.74516], [-4.56279, -5.05823, -1.05112], [-2.21671, -5.89083, -0.82292], [-0.41132, -4.25541, -0.28979], [-1.30436, 2.29355, 1.12063], [-2.13090, 3.30238, 0.49550], [-1.24354, 4.39825, -0.06715], [-0.11450, 3.88008, -0.97477], [-0.69124, 3.09380, -2.11309], [-1.14723, 3.75790, -3.24511], [-1.87405, 3.07920, -4.20390], [-2.15694, 1.73971, -3.99115], [-1.65029, 1.13512, -2.86306], [-0.89796, 1.77488, -1.94901], [-1.86530, 1.77627, 1.71699], [-2.80196, 3.72015, 1.24646], [-2.73935, 2.82856, -0.27822], [-0.80179, 4.97294, 0.74909], [-1.88910, 5.08031, -0.62609], [0.56426, 3.26098, -0.39000], [0.46634, 4.72023, -1.35608], [-0.94106, 4.81515, -3.34505], [-2.23247, 3.58946, -5.08808], [-2.74632, 1.15923, -4.68563], [-1.84261, 0.09164, -2.67975], [-0.71882, -1.07441, -6.97582], [-0.36136, -1.04199, -5.67779], [0.57218, -0.11012, -5.26543], [0.92094, -0.07818, -3.92557], [0.35203, -0.95507, -3.00036], [0.74564, -0.88834, -1.56552], [-0.56301, -1.89804, -3.46617], [-0.93104, -1.94612, -4.80398], [1.01031, 0.56560, -5.98752], [1.65089, 0.64947, -3.58506], [1.81370, -0.69478, -1.50609], [0.57304, -1.84143, -1.05358], [-0.99236, -2.60818, -2.77064], [-1.63710, -2.67717, -5.17432]], "forces_ev_per_angstrom": [[0.456, 0.183, 0.327], [0.048, -0.010, 0.010], [0.023, -0.036, 0.017], [-0.032, -0.033, -0.025], [-0.032, 0.052, -0.003], [-0.091, 0.071, -0.095], [0.072, -0.113, 0.061], [-0.061, 0.007, -0.036], [-0.066, 0.259, 0.010], [0.067, -0.126, 0.059], [0.060, 0.007, 0.086], [-0.055, 0.001, 0.076], [0.028, 0.010, -0.026], [-0.042, -0.042, 0.119], [-0.088, 0.055, -0.191], [0.171, 0.105, -0.193], [0.024, -0.005, -0.049], [-0.049, 0.004, 0.028], [-0.017, 0.005, -0.002], [0.001, 0.032, -0.007], [0.150, 0.002, -0.048], [-0.022, 0.031, -0.033], [0.000, -0.007, -0.067], [0.103, 0.141, 0.160], [-0.157, -0.303, -0.083], [-0.086, 0.147, -0.010], [-0.036, -0.033, -0.027], [-0.068, -0.052, -0.010], [0.017, 0.050, -0.074], [-0.015, 0.001, -0.019], [0.093, -0.132, 0.074], [0.062, 0.091, -0.045], [-0.008, -0.030, 0.006], [0.018, 0.023, -0.019], [0.011, 0.014, -0.007], [0.020, -0.020, 0.015], [0.014, 0.002, -0.019], [-0.004, 0.028, -0.019], [-0.011, 0.006, -0.008], [0.019, -0.036, -0.021], [-0.010, 0.024, 0.045], [-0.001, 0.020, -0.034], [-0.006, 0.012, -0.015], [-0.020, -0.066, -0.030], [-0.008, 0.006, 0.018], [-0.025, -0.022, 0.011], [-0.042, -0.062, 0.003], [-0.031, -0.002, -0.006], [-0.006, -0.019, 0.066], [0.002, 0.000, 0.003], [0.005, -0.005, -0.005], [-0.003, -0.002, 0.002], [-0.003, 0.003, -0.004], [-0.001, 0.001, 0.004], [0.039, -0.011, 0.003], [0.017, -0.002, -0.002], [0.021, 0.054, 0.037], [0.013, 0.013, -0.020], [-0.009, -0.057, 0.022], [-0.013, 0.003, 0.007], [0.001, -0.016, 0.001], [0.029, 0.023, -0.007], [0.078, 0.114, 0.112], [-0.005, -0.019, -0.007], [-0.026, 0.008, -0.011], [0.008, 0.001, 0.005], [-0.026, -0.010, 0.007], [0.107, 0.160, 0.133], [-0.404, -0.456, -0.439], [-0.064, 0.003, -0.058], [0.020, -0.027, -0.014], [0.000, -0.007, -0.007], [-0.018, 0.010, 0.008], [-0.034, -0.064, 0.045], [-0.026, -0.015, 0.043], [-0.003, 0.006, -0.001], [-0.006, -0.004, 0.002], [0.000, -0.003, -0.003], [-0.040, 0.017, 0.002], [0.043, 0.136, 0.075], [0.053, 0.022, -0.050], [0.015, -0.008, 0.023], [-0.027, -0.067, 0.049], [-0.010, 0.078, 0.046], [0.047, 0.022, 0.019], [-0.010, -0.045, -0.006], [-0.005, 0.049, 0.005], [-0.022, 0.015, 0.028], [0.011, -0.069, -0.036], [0.098, -0.021, -0.060], [0.003, -0.006, 0.002], [0.009, -0.016, -0.028], [-0.010, -0.032, 0.012], [0.019, 0.016, -0.011], [-0.017, 0.072, -0.045], [-0.046, 0.034, -0.015], [-0.004, 0.001, -0.006], [0.001, 0.001, 0.000], [-0.006, 0.006, 0.000], [-0.029, 0.023, 0.011], [0.003, 0.002, 0.002], [0.003, 0.010, -0.029], [0.003, -0.025, -0.003], [0.024, 0.012, 0.003], [0.028, -0.028, 0.010], [-0.175, -0.167, 0.234], [-0.008, -0.041, -0.020], [0.011, 0.013, 0.019], [0.002, 0.004, -0.001], [0.002, -0.005, 0.005], [-0.012, 0.044, -0.001], [-0.034, 0.004, -0.058], [0.011, -0.003, -0.004], [-0.003, -0.001, 0.000]], "mulliken_spin": [2.04, 0.00, 0.00, 0.00, 0.00, 0.00, 0.00, -0.01, 0.01, 0.01, 0.00, 0.00, 0.00, 0.01, 0.02, -0.03, 0.00, 0.00, 0.00, 0.00, 0.00, 0.00, 0.01, 0.00, 0.01, -0.07, 0.00, 0.00, 0.00, 0.00, 0.00, 0.00, 0.00, 0.00, 0.00, 0.00, 0.00, 0.00, 0.00, 0.00, 0.00, 0.00, 0.00, 0.00, 0.00, 0.00, 0.00, 0.00, 0.00, 0.00, 0.00, 0.00, 0.00, 0.00, 0.00, 0.00, 0.00, 0.00, 0.00, 0.00, 0.00, 0.00, 0.01, 0.00, 0.00, 0.00, 0.03, 0.01, 0.03, 0.01, 0.00, 0.00, 0.00, 0.01, 0.00, 0.00, 0.00, 0.00, 0.00, -0.02, 0.00, 0.00, -0.03, 0.00, -0.01, 0.01, 0.00, 0.04, -0.03, 0.00, 0.00, 0.00, 0.00, 0.00, 0.02, 0.00, 0.00, 0.00, 0.00, 0.00, 0.00, -0.01, 0.01, -0.01, 0.09, -0.17, -0.01, 0.00, 0.00, 0.00, 0.02, 0.02, 0.00, 0.00], "homo_lumo_gap_ev": [5.3753, 6.1354], "lumo_ev": [-3.80, -3.05], "spin_multiplicity": 3, "homo_energy_ha": [-0.3371, -0.3375], "e_tot_ev": -100265.8001, "total_charge": 1, "s_squared": 2.027}